Record 1
Below is 2 unconnected molecules or ions with the total composition C23H38BF2N2O8S2, with properties calculated with wB97M-V/def2-TZVPD.

Last column: Mulliken charge in e.
Cartesian coordinates (Å):
C 0.834 -3.936 3.969  -1.061
C -0.108 -3.614 2.668  -0.139
C 0.335 -2.168 2.136  0.830
F 0.176 -1.224 3.260  -0.474
B -0.576 -1.575 0.883  -0.109
C -2.186 -1.856 1.017  -0.156
C -2.672 -3.270 0.437  -0.660
C -2.988 -3.267 -1.141  -0.139
S -4.636 -2.473 -1.552  -0.184
C -4.348 -0.634 -1.604  0.264
S -3.083 0.111 -2.405  -0.220
N -5.347 0.179 -0.872  0.138
C -5.462 1.621 -0.989  -0.219
C -6.677 1.838 -0.051  -0.295
N -7.175 0.613 0.553  -0.620
C -6.316 -0.418 0.029  -0.025
O -0.291 -0.107 0.992  -1.041
C 1.000 0.030 0.330  0.231
C 1.084 -1.077 -0.898  1.376
C 0.844 -0.153 -2.196  -1.155
O 2.032 0.527 -2.670  -0.358
C 1.982 1.949 -2.439  -0.180
O 3.223 2.531 -1.996  -0.433
C 3.666 1.980 -0.738  0.645
C 3.130 2.749 0.569  -0.526
O 1.893 3.481 0.383  -0.531
C 2.443 -1.925 -0.836  -0.737
C 2.514 -3.141 -1.884  0.498
C 1.453 -4.319 -1.606  -0.667
C 3.988 -3.817 -1.718  -1.402
O -0.100 -1.840 -0.511  -0.102
H 1.148 -5.040 3.970  0.316
H 0.186 -3.661 4.880  0.256
H 1.765 -3.258 3.885  0.279
H -1.225 -3.697 2.915  0.197
H 0.113 -4.402 1.850  0.083
H 1.456 -2.207 1.925  -0.105
H -2.432 -1.867 2.150  0.273
H -2.783 -0.972 0.587  -0.019
H -3.605 -3.576 1.044  0.320
H -1.907 -4.117 0.604  0.258
H -2.126 -2.825 -1.746  -0.081
H -3.099 -4.367 -1.473  0.372
H -4.843 2.343 -1.602  0.299
H -7.007 2.919 0.074  0.297
H -6.487 -1.502 0.310  0.330
H 1.947 -0.116 0.961  0.051
H 0.982 1.136 0.048  -0.581
H -0.045 0.523 -1.970  0.333
H 0.506 -0.867 -3.044  0.295
H 1.140 2.290 -1.741  0.223
H 1.750 2.437 -3.464  0.249
H 4.818 2.087 -0.728  0.377
H 3.455 0.869 -0.596  -0.586
H 3.989 3.390 1.004  0.302
H 2.941 1.935 1.371  0.295
H 1.273 3.072 1.038  0.319
H 2.697 -2.338 0.197  0.235
H 3.299 -1.195 -1.109  0.059
H 2.417 -2.668 -2.931  0.319
H 0.566 -4.184 -2.322  0.172
H 1.896 -5.369 -1.609  0.389
H 1.021 -4.118 -0.552  -0.076
H 4.823 -3.044 -1.850  0.313
H 4.040 -4.159 -0.617  0.297
H 4.123 -4.748 -2.364  0.395
C 0.771 6.553 0.744  -0.237
C 0.819 7.974 0.283  0.384
O -0.223 8.587 1.014  -0.310
C -0.318 7.877 2.175  0.631
O -0.898 8.258 3.149  -0.526
O 0.336 6.685 2.091  -0.298
F 0.532 8.069 -1.038  -0.280
H 0.047 5.953 0.185  0.239
H 1.745 6.064 0.692  0.111
H 1.764 8.484 0.493  0.280

Cartesian forces, eV/Å:
C -0.9 0.2 -0.7
C 1.5 0.0 0.4
C -0.5 -1.5 0.4
F 0.3 -1.4 -0.8
B 0.0 1.5 0.0
C -0.6 -0.5 0.8
C -0.5 0.2 0.0
C 0.9 -0.7 0.6
S 0.8 1.3 0.3
C 0.6 0.7 0.1
S -1.7 -1.2 1.1
N 0.3 -1.3 -0.3
C -4.7 -1.8 3.9
C 3.5 -1.3 -2.4
N 4.1 -0.4 -3.2
C -1.8 4.9 0.4
O 2.1 0.1 -1.3
C -0.2 0.8 0.4
C -1.0 1.6 2.8
C -1.0 -2.7 -0.6
O -0.9 1.2 1.4
C -0.9 1.3 -1.1
O -0.8 -1.7 0.6
C 1.0 0.1 0.9
C 0.8 -1.1 0.9
O 0.3 -0.9 1.0
C 0.1 0.3 -1.1
C 1.2 -0.4 0.2
C -0.8 1.4 0.7
C -0.6 0.5 0.8
O 1.5 -0.5 -1.8
H -0.5 1.6 0.3
H 1.5 -0.5 -1.1
H -1.5 -1.2 0.4
H 1.7 0.3 -0.3
H -0.3 1.3 1.1
H -1.3 0.0 0.4
H 0.3 0.1 -1.7
H 0.8 -1.4 0.4
H 1.2 0.2 -1.2
H -0.9 1.4 -0.3
H -1.3 -0.3 0.9
H -0.2 1.7 0.3
H -0.8 -1.6 0.9
H -0.1 -2.0 0.3
H 0.8 1.7 -0.8
H -1.3 0.0 -0.1
H 0.5 -1.5 -0.2
H 1.3 -0.7 -0.2
H 0.5 1.2 1.1
H 1.2 -1.0 -0.7
H 0.7 -0.6 1.6
H -1.8 -0.1 -0.1
H 0.0 1.5 -0.7
H -1.6 -0.5 -0.8
H 0.4 1.2 -1.3
H 0.6 0.6 -1.0
H -0.8 0.7 -1.2
H -1.2 -1.1 0.4
H 0.1 -1.0 1.5
H 1.3 -0.6 1.0
H -0.5 1.4 -0.4
H 0.6 -0.5 -1.7
H -1.1 -1.2 -0.1
H 0.0 0.4 -1.6
H -0.1 1.4 0.7
C 0.6 -0.9 -0.2
C -0.3 0.1 -0.6
O 0.4 -0.3 0.4
C -0.8 0.1 1.4
O 0.5 -0.3 -0.9
O -0.3 0.8 0.0
F 0.1 0.2 -0.1
H 0.1 0.2 -0.1
H -0.2 -0.1 0.2
H -0.1 0.1 -0.2

Results
**HOMO level**: -5.3 eV
**HOMO-LUMO gap**: 0.2457 Ha
**Net charge**: -1

---

Record 2
Below is a molecular structure, C4H3CaO5, with properties calculated with wB97M-V/def2-TZVPD.

Last column: Mulliken charge in e.
Cartesian coordinates (Å):
O -1.315 -1.741 -3.294  -0.005
C -0.575 -1.614 -2.444  -0.049
C -0.062 0.981 -0.637  0.175
C -0.224 1.374 0.815  -0.487
O 0.761 0.720 1.604  -0.359
C 0.643 -0.614 1.761  0.692
O 0.444 -1.192 0.612  -0.758
O 0.491 -1.080 2.866  -0.496
O -1.022 0.746 -1.384  -0.543
H 0.938 1.181 -1.074  0.434
H -1.235 1.105 1.150  0.338
H -0.028 2.450 0.910  0.316
Ca 1.184 -2.316 -0.886  1.742

Cartesian forces, eV/Å:
O 1.4 0.6 1.9
C -2.0 -0.5 -2.6
C -2.3 1.2 -1.5
C 0.2 -0.9 -0.3
O 0.9 1.4 0.5
C -2.6 0.5 2.1
O 0.8 -1.4 -1.1
O 1.1 -0.2 -1.3
O 2.1 -0.1 1.4
H 0.1 -0.5 0.1
H 0.2 0.2 0.0
H -0.2 -0.3 0.0
Ca 0.3 -0.1 0.7

Results
**HOMO level**: -13.3 eV
**HOMO-LUMO gap**: 0.2753 Ha
**Net charge**: +1

---

Record 3
Below is a molecular structure, C47H43AuBO2P2Si, with properties calculated with wB97M-V/def2-TZVPD.

Last column: Mulliken charge in e.
Cartesian coordinates (Å):
Au 0.062 -0.175 -0.039  0.676
C -1.192 -2.287 2.715  -1.340
Si -1.404 -0.563 1.921  0.838
C -3.186 -0.336 1.291  0.575
C -4.251 -0.665 2.123  -0.512
C -5.563 -0.536 1.705  -0.953
C -5.841 -0.092 0.422  -0.813
C -4.800 0.214 -0.433  -0.580
C -3.482 0.099 -0.003  0.240
P -2.157 0.586 -1.160  0.933
C -2.410 2.356 -1.389  0.475
C -2.831 3.149 -0.322  -0.602
C -2.815 4.525 -0.447  -0.774
C -2.376 5.115 -1.621  -0.580
C -1.947 4.327 -2.679  -0.776
C -1.947 2.952 -2.563  -0.586
C -2.520 -0.217 -2.745  0.893
C -1.779 -1.359 -3.042  -0.529
C -1.913 -1.971 -4.273  -0.771
C -2.787 -1.449 -5.212  -0.630
C -3.548 -0.331 -4.908  -0.824
C -3.417 0.292 -3.681  -0.212
C -0.874 0.733 3.218  0.915
C -1.653 0.880 4.361  -0.507
C -1.241 1.664 5.422  -0.910
C -0.004 2.286 5.378  -0.947
C 0.792 2.150 4.255  -0.626
C 0.350 1.407 3.160  -0.059
P 1.393 1.303 1.669  1.105
C 3.028 0.904 2.323  0.405
C 3.110 -0.126 3.263  -0.630
C 4.340 -0.656 3.597  -0.719
C 5.490 -0.181 2.984  -0.518
C 5.411 0.848 2.059  -0.786
C 4.185 1.388 1.718  -0.342
C 1.472 2.990 0.968  0.539
C 1.323 4.151 1.721  -0.388
C 1.369 5.384 1.091  -0.803
C 1.544 5.475 -0.280  -0.666
C 1.673 4.322 -1.035  -0.658
C 1.638 3.089 -0.413  -0.748
H -1.798 -2.377 3.610  0.358
H -0.157 -2.457 2.996  0.387
H -1.483 -3.077 2.030  0.396
H -4.050 -1.020 3.122  0.314
H -6.367 -0.779 2.381  0.433
H -6.865 0.010 0.095  0.462
H -5.007 0.549 -1.440  0.314
H -3.177 2.681 0.590  0.364
H -3.137 5.146 0.375  0.473
H -2.361 6.191 -1.710  0.432
H -1.601 4.795 -3.588  0.470
H -1.597 2.322 -3.369  0.416
H -1.081 -1.741 -2.306  0.259
H -1.326 -2.845 -4.511  0.464
H -2.867 -1.912 -6.184  0.426
H -4.237 0.062 -5.641  0.433
H -3.998 1.176 -3.453  0.395
H -2.595 0.362 4.423  0.316
H -1.874 1.768 6.289  0.439
H 0.336 2.869 6.222  0.441
H 1.777 2.600 4.239  0.553
H 2.204 -0.495 3.727  0.348
H 4.411 -1.457 4.317  0.430
H 6.445 -0.622 3.225  0.410
H 6.314 1.211 1.593  0.441
H 4.110 2.189 0.994  0.431
H 1.172 4.096 2.789  0.380
H 1.266 6.288 1.671  0.449
H 1.578 6.442 -0.759  0.427
H 1.797 4.385 -2.106  0.589
H 1.737 2.187 -1.002  0.603
C 3.534 3.427 -6.656  -1.635
C 3.716 1.914 -6.851  2.275
C 5.113 1.662 -7.424  -2.210
C 2.687 1.407 -7.872  -1.689
C 3.489 1.214 -5.516  0.287
C 4.512 0.542 -4.844  -0.302
C 4.336 -0.071 -3.612  -2.074
C 3.079 0.006 -3.054  1.133
O 2.611 -0.457 -1.850  -0.706
B 1.296 -0.076 -1.787  0.723
O 0.916 0.604 -2.923  -0.081
C 2.037 0.662 -3.715  -0.095
C 2.218 1.266 -4.940  -0.679
H 3.678 3.945 -7.602  0.436
H 4.257 3.813 -5.942  0.375
H 2.537 3.660 -6.294  0.339
H 5.190 2.113 -8.412  0.445
H 5.300 0.597 -7.529  0.467
H 5.884 2.106 -6.799  0.421
H 2.886 1.830 -8.853  0.477
H 1.677 1.688 -7.593  0.323
H 2.736 0.324 -7.949  0.379
H 5.494 0.485 -5.281  0.509
H 5.146 -0.576 -3.109  0.503
H 1.391 1.756 -5.423  0.520

Cartesian forces, eV/Å:
Au -0.7 1.6 0.3
C 0.0 0.6 -0.5
Si 0.4 0.5 -0.3
C 0.4 -0.1 0.1
C -0.1 0.0 0.1
C 0.0 0.0 0.1
C 0.0 0.0 0.0
C 0.0 0.1 0.0
C 0.1 0.1 0.0
P 0.3 -1.3 0.9
C 0.8 0.0 0.1
C 0.0 -0.3 0.0
C 0.0 0.1 0.1
C 0.0 -0.1 0.0
C 0.0 0.2 -0.1
C 0.0 -0.2 0.1
C 0.6 0.0 0.2
C -0.1 0.1 0.1
C 0.0 -0.1 -0.1
C 0.0 0.0 0.1
C -0.1 0.0 -0.1
C 0.0 0.1 0.2
C -0.1 -0.4 -0.3
C 0.0 0.1 0.1
C -0.1 0.0 0.0
C 0.0 0.1 0.0
C 0.1 0.0 0.0
C -0.1 -0.1 -0.1
P -0.9 -0.7 -0.1
C 0.0 -0.4 -0.5
C -0.1 0.2 -0.1
C 0.1 -0.1 0.1
C 0.0 0.1 0.0
C 0.2 0.0 0.0
C -0.3 0.1 0.1
C -0.2 -0.5 -0.4
C 0.1 -0.1 0.1
C 0.0 0.1 0.1
C 0.0 0.0 0.0
C 0.0 0.1 -0.1
C 0.1 -0.2 0.0
H -0.2 0.1 0.2
H 0.2 0.0 0.1
H -0.1 -0.1 -0.1
H 0.0 -0.1 0.2
H -0.1 -0.1 0.1
H -0.1 0.0 -0.1
H -0.1 0.0 -0.1
H 0.0 0.0 0.1
H -0.1 0.0 0.1
H 0.0 0.1 0.0
H 0.0 0.0 -0.1
H 0.1 0.1 -0.1
H 0.1 0.0 -0.1
H 0.1 -0.1 0.0
H -0.1 0.0 -0.1
H -0.1 0.1 0.0
H 0.0 0.1 -0.1
H -0.2 -0.1 0.1
H 0.0 0.0 0.1
H 0.1 0.0 0.0
H 0.0 0.0 0.0
H 0.0 -0.1 0.0
H 0.0 -0.1 0.1
H 0.1 0.0 0.0
H 0.0 0.1 -0.1
H 0.1 0.0 -0.1
H 0.0 0.1 0.0
H 0.0 0.1 0.1
H 0.0 0.1 0.0
H 0.0 0.0 -0.1
H 0.0 0.0 0.0
C 0.1 -0.2 -0.1
C 0.0 0.1 -0.2
C -0.3 0.0 0.1
C 0.1 0.0 0.1
C 0.2 -0.1 0.0
C 0.0 0.1 -0.2
C -0.4 -0.1 0.4
C -0.2 0.4 -0.7
O 0.8 -0.3 0.0
B -0.6 0.2 1.1
O -0.3 0.4 -0.8
C 0.8 -0.2 0.0
C -0.1 -0.2 0.4
H 0.0 0.1 -0.1
H 0.1 0.1 0.1
H -0.1 0.0 0.1
H 0.0 0.1 -0.1
H 0.1 -0.1 0.0
H 0.1 0.0 0.1
H 0.0 0.1 -0.1
H -0.2 0.0 0.0
H 0.0 -0.2 -0.1
H 0.1 0.1 -0.1
H 0.1 -0.1 0.0
H -0.1 0.1 -0.1

Results
**HOMO level**: -10.3 eV
**HOMO-LUMO gap**: 0.2252 Ha
**Net charge**: +1

---

Record 4
Below is a single C7H14 molecule, with properties calculated with wB97M-V/def2-TZVPD.

Last column: Mulliken charge in e.
Cartesian coordinates (Å):
C -1.276 1.381 -0.096  -1.400
C -1.302 -0.113 0.283  0.742
C -1.959 -0.916 -0.843  -1.672
C 0.080 -0.751 0.628  -0.958
C 1.306 0.128 0.486  0.008
C 2.552 -0.425 -0.147  -0.739
C 1.745 0.617 -0.865  -0.443
H -1.283 1.517 -1.184  0.306
H -2.157 1.897 0.299  0.395
H -0.392 1.897 0.283  0.325
H -1.935 -0.210 1.174  0.292
H -2.916 -0.482 -1.153  0.413
H -1.299 -0.924 -1.720  0.333
H -2.133 -1.958 -0.550  0.393
H 0.055 -1.143 1.653  0.340
H 0.223 -1.632 -0.012  0.308
H 1.469 0.825 1.308  0.423
H 3.518 -0.139 0.259  0.265
H 2.509 -1.442 -0.527  0.226
H 1.168 0.309 -1.735  0.202
H 2.148 1.624 -0.939  0.239

Cartesian forces, eV/Å:
C 0.0 0.1 0.0
C 0.0 0.0 0.0
C 0.0 0.0 -0.1
C 0.1 0.0 0.0
C -0.1 0.1 0.1
C 0.2 -0.1 0.0
C -0.1 0.1 -0.2
H 0.1 0.0 0.1
H 0.1 -0.1 -0.1
H -0.1 0.0 0.0
H 0.1 0.0 -0.1
H 0.1 -0.1 0.1
H -0.1 0.0 0.1
H 0.0 0.1 0.0
H 0.0 0.1 -0.2
H 0.0 0.1 0.0
H 0.0 -0.1 -0.2
H -0.1 0.0 -0.1
H 0.0 0.2 0.1
H 0.1 0.0 0.2
H -0.1 -0.2 0.0

Results
**HOMO level**: -10.1 eV
**HOMO-LUMO gap**: 0.4146 Ha
**SMILES**: CC(C)CC1CC1